# 1
{"formula": "C21H35AsAuN3O5PS2", "method": "ωB97M-V/def2-TZVPD", "symbols": ["Au", "S", "C", "S", "C", "C", "N", "C", "N", "C", "As", "C", "C", "O", "H", "H", "H", "H", "H", "H", "H", "H", "H", "C", "C", "C", "C", "O", "P", "O", "O", "O", "C", "C", "C", "C", "H", "H", "H", "H", "H", "H", "H", "H", "H", "H", "H", "H", "H", "H", "H", "H", "H", "H", "C", "C", "C", "C", "C", "C", "N", "H", "H", "H", "H", "H", "H", "H", "H"], "xyz": [[0.3967, -0.4509, 0.0884], [1.5105, 3.1386, -0.8462], [-0.0822, 3.0212, -0.2208], [-0.7070, 1.6573, 0.6630], [-0.9744, 4.0702, -0.4335], [-2.3247, 4.0153, 0.0186], [-3.4268, 3.9878, 0.3608], [-0.5796, 5.2595, -1.1109], [-0.2920, 6.2376, -1.6508], [-1.0891, -1.7805, 3.0099], [-0.1819, -3.2011, 2.0838], [0.6319, -4.2495, 3.4855], [-1.5005, -4.3620, 1.3092], [1.0095, -2.6913, 1.0526], [-1.6650, -2.1958, 3.8373], [-1.7378, -1.2624, 2.3082], [-0.3351, -1.0951, 3.3951], [-0.1254, -4.6869, 4.1358], [1.2887, -3.6037, 4.0655], [1.2244, -5.0366, 3.0237], [-2.1959, -4.6720, 2.0903], [-0.9881, -5.2372, 0.9120], [-2.0348, -3.8470, 0.5104], [-4.7071, -0.5422, -2.8494], [-3.6559, 0.1685, -2.0085], [-3.3549, 1.5575, -2.5439], [-4.0750, 0.2421, -0.5462], [-2.4034, -0.5588, -2.1765], [-1.9670, -1.8448, -1.3454], [-2.9696, -2.9361, -1.3414], [-1.4869, -1.4004, 0.0440], [-0.6136, -2.1905, -2.1310], [-0.4381, -3.2483, -3.1031], [0.9584, -3.0091, -3.6557], [-0.5067, -4.5971, -2.3981], [-1.4860, -3.1233, -4.2008], [-5.6569, -0.0056, -2.7948], [-4.8491, -1.5612, -2.4864], [-4.3876, -0.5803, -3.8933], [-4.2491, 2.1822, -2.5051], [-3.0090, 1.4944, -3.5777], [-2.5781, 2.0287, -1.9423], [-4.9806, 0.8468, -0.4692], [-3.2954, 0.7150, 0.0508], [-4.2862, -0.7528, -0.1486], [1.6954, -3.0777, -2.8537], [1.0203, -2.0138, -4.0986], [1.1956, -3.7510, -4.4214], [0.1924, -4.5949, -1.5591], [-0.2225, -5.3936, -3.0906], [-1.5145, -4.7823, -2.0279], [-1.4379, -2.1292, -4.6491], [-2.4842, -3.2801, -3.7918], [-1.3003, -3.8671, -4.9796], [2.7627, 0.1452, 2.3894], [3.0907, 0.5893, 1.0076], [4.1911, 1.3457, 0.5560], [4.0012, 1.5568, -0.7956], [2.7791, 0.9298, -1.1506], [2.2907, 0.5684, -2.5126], [2.2793, 0.3175, -0.0223], [3.5707, 0.3966, 3.0763], [2.5933, -0.9345, 2.4073], [1.8482, 0.6357, 2.7358], [4.9990, 1.7078, 1.1728], [4.6444, 2.0939, -1.4760], [2.9253, -0.2057, -2.9570], [2.2909, 1.4366, -3.1705], [1.2704, 0.1839, -2.4651]], "lowdin_charge": [0.892, 0.797, -1.067, 0.621, -0.427, -0.300, 0.140, -0.285, 0.127, -0.207, 0.951, -0.221, -0.196, -0.579, 0.037, 0.016, 0.033, 0.031, 0.031, 0.033, 0.039, 0.038, 0.001, -0.035, -0.615, -0.021, -0.044, -0.165, 0.256, -0.276, -0.473, -0.199, -0.625, -0.034, -0.034, -0.032, 0.084, 0.074, 0.084, 0.092, 0.087, 0.065, 0.091, 0.038, 0.079, 0.090, 0.082, 0.084, 0.084, 0.085, 0.072, 0.091, 0.076, 0.085, -0.044, -0.360, -0.060, -0.114, -0.494, -0.074, -0.109, 0.073, 0.059, 0.065, 0.096, 0.105, 0.080, 0.069, 0.054], "spin_multiplicity": 3, "e_lumo_ha": [0.0853, 0.0452], "e_tot_ev": -132547.333, "total_charge": -1}

# 2
{"formula": "C21H35AuBN7O7P2", "method": "ωB97M-V/def2-TZVPD", "symbols": ["Au", "O", "P", "O", "O", "O", "P", "O", "O", "O", "H", "H", "C", "N", "C", "C", "N", "C", "C", "C", "C", "C", "C", "C", "C", "C", "N", "C", "N", "C", "C", "N", "C", "C", "C", "N", "C", "C", "H", "H", "H", "H", "H", "H", "H", "H", "H", "H", "H", "H", "H", "H", "H", "H", "H", "H", "H", "H", "H", "H", "H", "H", "H", "H", "H", "H", "H", "H", "B", "C", "N", "H", "H", "H"], "xyz": [[1.3199, -0.0625, 0.0395], [1.7888, 0.0285, 4.3680], [1.6123, -0.7400, 2.9687], [0.9493, -2.0459, 3.1239], [0.9585, 0.3152, 2.0871], [3.1277, -0.9909, 2.4730], [4.1211, -0.0871, 1.5516], [4.8631, -1.3013, 0.7876], [5.0414, 0.7230, 2.3558], [3.3232, 0.6327, 0.4805], [1.9884, -0.6227, 5.0392], [5.6330, -1.5503, 1.2937], [-1.1019, -4.2374, -2.4472], [-1.0400, -2.8617, -2.0020], [-2.1256, -2.0295, -2.4590], [-0.1457, -2.4420, -1.0664], [-0.4084, -1.4063, -0.2864], [-1.6518, -1.1414, 0.2152], [-2.3466, -2.2349, 0.7519], [-3.6847, -2.1595, 1.0985], [-4.3748, -0.9941, 0.8626], [-3.7046, 0.1567, 0.4028], [-4.4602, 1.3292, 0.1959], [-3.8506, 2.4934, -0.1977], [-2.4696, 2.5389, -0.2635], [-1.6681, 1.4087, -0.0388], [-0.3177, 1.6229, -0.0558], [0.2002, 2.6054, 0.6740], [-0.4480, 3.1344, 1.7461], [-1.2635, 2.3480, 2.6436], [-0.3031, 4.5222, 2.1154], [1.3930, 3.1298, 0.3383], [2.3747, 3.4803, 1.3446], [1.9300, 2.9696, -0.9918], [-2.2926, 0.1407, 0.1686], [1.0352, -3.0907, -1.0134], [1.8365, -3.1063, 0.1908], [1.7733, -3.4281, -2.2145], [-2.1191, -4.6127, -2.3004], [-0.4211, -4.8519, -1.8677], [-0.8544, -4.3247, -3.5079], [-3.0605, -2.2413, -1.9245], [-2.2772, -2.2179, -3.5225], [-1.8653, -0.9799, -2.3298], [-1.8126, -3.1672, 0.8630], [-4.1813, -3.0231, 1.5113], [-5.4375, -0.9344, 1.0467], [-5.5277, 1.2933, 0.3530], [-4.4258, 3.3829, -0.4077], [-1.9739, 3.4674, -0.5063], [-1.0448, 1.2926, 2.5037], [-2.3311, 2.5376, 2.4924], [-0.9961, 2.6111, 3.6691], [0.1886, 5.0747, 1.3171], [0.2615, 4.6490, 3.0427], [-1.3032, 4.9396, 2.2694], [1.9820, 3.3028, 2.3400], [2.6926, 4.5204, 1.2420], [3.2431, 2.8274, 1.2224], [1.1509, 2.6231, -1.6655], [2.7490, 2.2493, -0.9906], [2.3123, 3.9335, -1.3354], [1.2592, -2.7784, 1.0541], [2.7229, -2.4751, 0.0943], [2.1737, -4.1311, 0.3694], [1.2511, -3.0656, -3.0970], [1.9423, -4.5044, -2.2944], [2.7442, -2.9309, -2.1737], [0.7141, 0.1537, -4.4441], [1.2168, -0.0589, -3.0143], [1.6014, -0.2544, -1.9372], [-0.4257, -0.2116, -4.4650], [0.8387, 1.3215, -4.6805], [1.3972, -0.4622, -5.2071]], "lowdin_charge": [1.315, -0.095, 0.199, -0.270, -0.340, -0.264, 0.205, -0.121, -0.253, -0.364, 0.078, 0.073, -0.037, -0.116, -0.026, -0.381, 0.059, -0.235, -0.013, -0.068, -0.030, -0.165, -0.043, -0.073, -0.026, -0.236, 0.047, -0.410, -0.144, -0.031, -0.054, -0.141, -0.037, -0.058, -0.042, -0.149, -0.057, -0.048, 0.098, 0.090, 0.099, 0.100, 0.101, 0.094, 0.125, 0.107, 0.112, 0.108, 0.107, 0.121, 0.078, 0.095, 0.100, 0.094, 0.091, 0.095, 0.093, 0.097, 0.075, 0.080, 0.062, 0.097, 0.051, 0.060, 0.109, 0.091, 0.095, 0.096, -0.398, -0.162, 0.048, 0.008, 0.016, 0.016], "spin_multiplicity": 1, "e_above_lowest_ev": 1.377, "e_lumo_ha": [-0.1039, -0.1040], "e_tot_ev": -70059.109, "total_charge": 0}

# 3
{"formula": "C21H35BrF5InN2O2PS2", "method": "ωB97M-V/def2-TZVPD", "symbols": ["C", "C", "C", "C", "N", "C", "C", "C", "C", "C", "P", "O", "Br", "C", "N", "C", "O", "C", "C", "F", "C", "C", "C", "F", "F", "C", "F", "F", "C", "S", "S", "C", "C", "C", "H", "H", "H", "H", "H", "H", "H", "H", "H", "H", "H", "H", "H", "H", "H", "H", "H", "H", "H", "H", "H", "H", "H", "H", "H", "H", "H", "H", "H", "H", "H", "H", "H", "H", "H", "In"], "xyz": [[2.5748, -2.1124, 2.6430], [1.1184, -2.5589, 2.6557], [0.2126, -1.4060, 3.1113], [-1.2596, -1.6227, 2.7172], [-1.7942, -0.4511, 1.9815], [-2.9520, -0.7034, 1.1032], [-2.6819, -0.2809, -0.3384], [-1.7590, -1.2973, -1.0173], [-0.3080, -1.2662, -0.5390], [0.8415, -1.3966, -1.5869], [0.6696, -3.0921, -2.4310], [0.3859, -4.1503, -1.2864], [-0.9683, -3.2634, -3.8004], [2.1126, -1.6014, -0.7043], [2.5694, -0.2124, -0.4588], [2.2948, 0.5071, -1.6517], [2.9026, 1.4922, -1.9658], [1.1374, -0.1753, -2.4786], [-0.0188, 0.8573, -2.5457], [0.5175, 2.1071, -2.7638], [-1.1142, 0.5826, -3.5930], [-1.0778, 1.4990, -4.8115], [1.8151, -0.4359, -3.8511], [0.9380, -1.1419, -4.6315], [2.0461, 0.7522, -4.4648], [3.1653, -1.2369, -3.8546], [3.2575, -1.8488, -5.0664], [4.2066, -0.3734, -3.7060], [-1.9895, 0.6845, 2.8703], [-3.1453, 0.5733, 3.9702], [-0.8873, 2.0500, 2.7697], [-1.6123, 3.1724, 4.0066], [-1.2995, 4.6630, 3.8208], [0.1267, 5.0532, 3.4739], [2.6868, -1.1430, 2.1638], [2.9392, -1.9964, 3.6556], [3.2031, -2.8323, 2.1363], [0.8209, -2.8541, 1.6524], [1.0149, -3.3854, 3.3450], [0.5941, -0.4902, 2.6698], [0.3039, -1.2993, 4.1853], [-1.8587, -1.7800, 3.6032], [-1.3060, -2.4633, 2.0406], [-3.1909, -1.7583, 1.0868], [-3.8137, -0.1698, 1.4734], [-2.2985, 0.7367, -0.3173], [-3.6269, -0.2356, -0.8652], [-1.8675, -1.1722, -2.0848], [-2.1588, -2.2633, -0.7217], [-0.1327, -0.2998, -0.0443], [-0.1783, -2.0298, 0.2114], [-0.5697, -4.2830, -1.1805], [1.8570, -2.0085, 0.2664], [2.8765, -2.2785, -1.0765], [3.5872, -0.2559, -0.4409], [-0.4892, 0.9315, -1.5710], [-1.1180, -0.4590, -3.8826], [-2.0728, 0.7456, -3.1084], [-0.1540, 1.4469, -5.3624], [-1.9171, 1.2294, -5.4387], [-1.2771, 2.5101, -4.4868], [3.2172, -2.0316, -3.1090], [-1.2459, 2.8803, 4.9834], [-2.6809, 3.0340, 3.9713], [-1.9513, 5.0215, 3.0300], [-1.5697, 5.1705, 4.7353], [0.3136, 6.0733, 3.7912], [0.8905, 4.4332, 3.9335], [0.2991, 5.0564, 2.3858], [0.8491, 4.8526, 0.7929]], "lowdin_charge": [-0.090, -0.238, -0.167, -0.148, -0.109, -0.156, -0.137, -0.192, -0.142, -0.365, 0.794, -0.207, 0.759, -0.167, 0.135, -0.376, 0.186, -0.146, -0.238, 0.034, -0.180, -0.043, -0.379, 0.039, 0.172, -0.269, 0.117, 0.127, -1.054, 0.989, 0.907, -0.460, -0.250, -0.166, 0.059, 0.093, 0.086, 0.065, 0.127, 0.083, 0.130, 0.119, 0.118, 0.137, 0.114, 0.116, 0.138, 0.057, 0.115, 0.148, 0.077, 0.091, 0.074, 0.127, 0.163, 0.125, 0.048, 0.112, 0.078, 0.093, 0.087, 0.134, 0.100, 0.043, 0.119, 0.134, 0.111, 0.107, -0.290, 1.185], "spin_multiplicity": 1, "e_lumo_ha": -0.5223, "e_tot_ev": -149149.955, "total_charge": 3}

# 4
{"formula": "C21H35BrF7N3O6RuS2Si", "method": "ωB97M-V/def2-TZVPD", "symbols": ["Ru", "F", "C", "F", "F", "S", "O", "O", "N", "S", "O", "O", "C", "F", "F", "F", "C", "C", "C", "C", "Si", "Br", "C", "C", "C", "C", "C", "C", "C", "C", "H", "H", "H", "H", "H", "H", "H", "H", "H", "H", "H", "H", "H", "H", "H", "H", "H", "H", "H", "H", "H", "H", "H", "H", "H", "H", "H", "O", "C", "N", "C", "O", "C", "C", "C", "C", "N", "C", "H", "H", "H", "H", "H", "H", "H", "H", "F"], "xyz": [[-0.0637, 0.3400, 0.1620], [-1.7152, 1.3395, 3.2602], [-2.9539, 1.6828, 2.9106], [-3.1281, 2.9729, 3.1351], [-3.8211, 0.9781, 3.6112], [-3.2070, 1.3593, 1.0887], [-1.8472, 1.5593, 0.5201], [-4.2083, 2.2560, 0.6519], [-3.6379, -0.1535, 0.9891], [-2.4919, -1.1875, 0.7411], [-2.0064, -1.2476, -0.6254], [-1.3685, -1.0420, 1.6777], [-3.3143, -2.7915, 1.1300], [-4.3291, -2.9752, 0.3135], [-3.7167, -2.7895, 2.3845], [-2.3984, -3.7342, 0.9447], [-0.2344, 3.9530, -1.9269], [1.2662, 4.2049, -1.7222], [2.0139, 3.0234, -2.3605], [1.6555, 5.4916, -2.4805], [1.6941, 4.4761, 0.1094], [1.5814, 2.2056, 1.0439], [3.5128, 4.8846, 0.5092], [4.4963, 4.2222, -0.4663], [3.9461, 4.4639, 1.9230], [3.6660, 6.4152, 0.3809], [0.3906, 5.3816, 1.1622], [0.8916, 5.6943, 2.5800], [-0.9101, 4.5826, 1.3292], [0.0617, 6.7117, 0.4533], [-0.4109, 3.7556, -2.9874], [-0.8496, 4.8076, -1.6476], [-0.5906, 3.0800, -1.3742], [1.7457, 2.9873, -3.4202], [1.7215, 2.0677, -1.9285], [3.0945, 3.1126, -2.3030], [1.3272, 5.3914, -3.5185], [2.7342, 5.6480, -2.4967], [1.1842, 6.3885, -2.0756], [4.4148, 3.1338, -0.4591], [5.5125, 4.4764, -0.1528], [4.3780, 4.5756, -1.4895], [3.9902, 3.3790, 2.0255], [3.3124, 4.8589, 2.7120], [4.9573, 4.8431, 2.0942], [3.3679, 6.7887, -0.6004], [4.7210, 6.6679, 0.5168], [3.1023, 6.9584, 1.1389], [1.1472, 4.7878, 3.1321], [0.0839, 6.1902, 3.1251], [1.7488, 6.3657, 2.5939], [-0.7467, 3.6930, 1.9380], [-1.3654, 4.2790, 0.3901], [-1.6326, 5.2113, 1.8572], [0.9436, 7.3313, 0.2815], [-0.6182, 7.2833, 1.0906], [-0.4412, 6.5587, -0.5016], [-1.1081, -6.0534, -2.4687], [0.2901, -6.0697, -2.3077], [0.5725, -4.8930, -1.5090], [1.6630, -4.8264, -0.7208], [2.5209, -5.6857, -0.6794], [1.7893, -3.6007, 0.1500], [2.5938, -3.6838, 1.2804], [2.7191, -2.5842, 2.1120], [2.0409, -1.4261, 1.7884], [1.2945, -1.3353, 0.6821], [1.1726, -2.3977, -0.1282], [-1.3583, -6.6782, -3.1559], [0.8093, -6.0089, -3.2685], [0.6432, -6.9511, -1.7679], [-0.1943, -4.2459, -1.4189], [3.1058, -4.6161, 1.4810], [3.3277, -2.6183, 3.0039], [2.0943, -0.5450, 2.4148], [0.5783, -2.2468, -1.0218], [0.3182, 0.2197, -1.7069]], "lowdin_charge": [1.481, 0.132, -0.677, 0.169, 0.177, 0.663, -0.474, -0.196, -0.265, 0.618, -0.314, -0.374, -0.696, 0.191, 0.186, 0.162, -0.086, -0.623, -0.101, -0.074, 0.660, 0.525, -0.632, -0.095, -0.111, -0.076, -0.621, -0.091, -0.120, -0.074, 0.100, 0.074, 0.050, 0.100, 0.026, 0.061, 0.099, 0.071, 0.073, 0.079, 0.096, 0.070, 0.049, 0.059, 0.096, 0.075, 0.098, 0.069, 0.079, 0.097, 0.069, 0.034, 0.059, 0.100, 0.076, 0.098, 0.070, -0.025, -0.228, 0.102, -0.445, 0.095, -0.076, 0.048, -0.005, -0.116, -0.086, -0.066, 0.100, 0.137, 0.132, 0.134, 0.137, 0.123, 0.097, 0.111, -0.465], "spin_multiplicity": 6, "e_above_lowest_ev": 0.234, "e_lumo_ha": [-0.1104, -0.2208], "e_tot_ev": -160288.749, "total_charge": 1}